Entry 1:
{
  "formula": "C5H8N2O2",
  "method": "ωB97M-V with the def2-TZVPD basis set",
  "homo_lumo_gap_ev": 8.26,
  "e_homo_ev": -7.9,
  "spin_multiplicity": 1,
  "e_above_lowest_kcal_mol": 192.5,
  "smiles": "CCc1c[n+]([O-])cn1O",
  "symbols": ["C", "C", "C", "C", "N", "O", "C", "N", "O", "H", "H", "H", "H", "H", "H", "H", "H"],
  "xyz": [[-2.25574, 0.79582, 0.50083], [-1.48160, 0.01577, -0.63092], [-0.03337, 0.02651, -0.43910], [1.26675, 1.31002, -0.35481], [2.28084, 0.56788, 0.05594], [3.38551, 0.99059, 0.34759], [2.03983, -0.77508, 0.11355], [0.73322, -1.00058, -0.12668], [0.15715, -2.29238, -0.03420], [-1.59344, 1.58810, 0.97872], [-2.52770, 0.14759, 1.26399], [-3.10882, 1.32696, 0.14535], [-1.84663, 0.43891, -1.57363], [-1.78003, -1.15979, -0.57109], [1.44931, 2.27821, -0.54974], [2.70255, -1.48462, 0.26550], [0.61214, -2.77390, 0.60872]]
}

=====

Entry 2:
{
  "formula": "C5H8N2O2",
  "method": "ωB97M-V with the def2-TZVPD basis set",
  "homo_lumo_gap_ev": 9.72,
  "e_homo_ev": -9.2,
  "spin_multiplicity": 1,
  "e_above_lowest_kcal_mol": 48.6,
  "smiles": "CC(=O)n1ccnc1.O",
  "symbols": ["C", "C", "O", "N", "C", "C", "N", "C", "H", "H", "H", "H", "H", "H", "O", "H", "H"],
  "xyz": [[1.78556, 0.76880, 0.55428], [0.67261, -0.37340, 0.63425], [1.06767, -1.39194, 1.19612], [-0.62263, -0.04850, 0.38259], [-1.28751, 1.15248, 0.06813], [-2.61186, 0.76192, -0.15154], [-2.79038, -0.56960, 0.15120], [-1.59861, -1.00078, 0.41783], [1.69234, 1.44936, 1.36105], [2.71622, 0.19410, 0.52368], [1.67625, 1.38336, -0.39306], [-0.66036, 1.96910, 0.08964], [-3.42588, 1.29813, -0.72215], [-1.48678, -2.07393, 0.75634], [1.23436, -1.07738, -1.65852], [1.60313, -1.92505, -1.73569], [2.03587, -0.51665, -1.47413]]
}

=====

Entry 3:
{
  "formula": "C5H8N2O2",
  "method": "ωB97M-V with the def2-TZVPD basis set",
  "homo_lumo_gap_ev": 9.84,
  "e_homo_ev": -9.3,
  "spin_multiplicity": 1,
  "e_above_lowest_kcal_mol": 96.5,
  "symbols": ["C", "C", "C", "C", "C", "N", "N", "O", "O", "H", "H", "H", "H", "H", "H", "H", "H"],
  "xyz": [[0.87444, -0.98251, -0.29713], [-1.46310, -0.27014, -0.00770], [0.10528, 1.87172, -0.13920], [0.14159, 1.47434, 1.36226], [-0.28343, 0.52749, 0.26255], [0.49591, -2.14572, 0.23016], [1.68169, -0.64719, -1.19325], [-2.12621, 0.02663, -1.16517], [-1.95869, -1.18750, 0.66292], [-0.64644, 2.66585, -0.38460], [1.19525, 1.70318, -0.57490], [1.18856, 1.23427, 1.83020], [-0.53041, 1.59179, 2.16213], [-0.34375, -2.19797, 0.77868], [1.25379, -2.80337, 0.01398], [-1.72348, 0.58377, -1.83737], [2.13899, -1.44464, -1.70358]]
}

=====

Entry 4:
{
  "formula": "C5H8N2O2",
  "method": "ωB97M-V with the def2-TZVPD basis set",
  "homo_lumo_gap_ev": 9.74,
  "e_homo_ev": -9.3,
  "spin_multiplicity": 1,
  "e_above_lowest_kcal_mol": 106.4,
  "smiles": "CC(=O)[C@H]1N=CCNO1",
  "symbols": ["C", "C", "O", "C", "N", "C", "C", "N", "O", "H", "H", "H", "H", "H", "H", "H", "H"],
  "xyz": [[2.63939, -0.49231, 0.00926], [1.67433, 0.62213, 0.05948], [1.97077, 1.70839, 0.57070], [0.28981, 0.30873, -0.58457], [-0.04578, -0.94761, 0.09815], [-1.25445, -1.00627, 0.54832], [-2.25309, 0.03148, 0.41816], [-1.84575, 1.14917, -0.39877], [-0.49162, 1.45752, -0.33561], [2.50089, -1.18745, -0.81462], [2.39410, -1.03527, 0.85320], [3.68457, -0.10461, 0.03328], [0.13259, 0.20957, -1.72019], [-1.63629, -1.95029, 1.02269], [-3.30607, -0.18705, 0.11637], [-2.49099, 0.38402, 1.45348], [-1.96243, 1.03986, -1.32931]]
}

=====

Entry 5:
{
  "formula": "C5H8N2O2P",
  "method": "ωB97M-V with the def2-TZVPD basis set",
  "homo_lumo_gap_ev": [7.25, 7.25],
  "e_homo_ev": [-3.6, -3.6],
  "spin_multiplicity": 1,
  "e_above_lowest_kcal_mol": 63.4,
  "total_charge": -1,
  "symbols": ["C", "C", "C", "C", "C", "N", "N", "O", "O", "P", "H", "H", "H", "H", "H", "H", "H", "H"],
  "xyz": [[-0.58222, -1.70067, -1.68309], [-1.27089, -0.53886, -1.41176], [1.70387, -1.67716, -0.85703], [-1.62445, 1.51804, -0.30918], [3.23646, -1.00095, 1.35451], [0.55017, -1.90249, -1.05320], [-0.87387, 0.36724, -0.62077], [1.48186, -3.22160, 1.36859], [3.66097, -3.38010, 0.05691], [2.58822, -2.55126, 0.63871], [-0.84762, -2.40896, -2.39457], [-2.41313, -0.62043, -1.68830], [-2.60798, 1.47567, -0.72217], [-1.82445, 1.27573, 0.75159], [-1.17840, 2.45613, -0.55330], [3.76104, -0.68035, 0.53344], [2.43599, -0.22929, 1.81872], [3.78179, -1.45115, 2.27205]]
}

=====

Entry 6:
{
  "formula": "C5H8N2O3",
  "method": "ωB97M-V with the def2-TZVPD basis set",
  "homo_lumo_gap_ev": 9.40,
  "e_homo_ev": -9.1,
  "spin_multiplicity": 1,
  "e_above_lowest_kcal_mol": 171.3,
  "smiles": "O=[N+]([O-])CCCCC#[N+][O-]",
  "symbols": ["O", "N", "O", "C", "C", "C", "C", "C", "N", "O", "H", "H", "H", "H", "H", "H", "H", "H"],
  "xyz": [[-0.21702, 2.39845, -1.06205], [0.05286, 1.82044, -0.05477], [1.12477, 1.48412, 0.29133], [-1.14448, 1.39407, 0.78890], [-1.53762, 0.09258, 0.05928], [-0.54665, -1.10063, 0.29061], [0.56834, -1.25714, -0.92417], [1.86955, -0.91373, -0.46639], [2.90362, -0.83500, 0.03051], [3.95337, -0.67410, 0.52242], [-1.91930, 2.18998, 0.71977], [-1.12069, 1.08421, 1.86725], [-1.33858, 0.25355, -1.05334], [-2.61642, -0.15165, 0.45406], [-0.96106, -2.12869, 0.42766], [0.00510, -0.89406, 1.25095], [0.48547, -2.32209, -1.45390], [0.43875, -0.44031, -1.68812]]
}

=====

Entry 7:
{
  "formula": "C5H8N2OS",
  "method": "ωB97M-V with the def2-TZVPD basis set",
  "homo_lumo_gap_ev": 8.40,
  "e_homo_ev": -8.0,
  "spin_multiplicity": 1,
  "e_above_lowest_kcal_mol": 164.2,
  "smiles": "C=[S@@H](=O)c1cn(C)cn1",
  "symbols": ["C", "S", "O", "C", "C", "N", "C", "C", "N", "H", "H", "H", "H", "H", "H", "H", "H"],
  "xyz": [[-3.56618, 1.06739, 0.41673], [-2.72664, -0.37799, 0.25165], [-3.05394, -1.19890, -0.94116], [-1.01051, 0.01999, 0.09963], [0.29577, -0.81298, 0.64674], [1.25998, -0.16676, 0.04688], [2.60132, -0.51239, 0.08273], [0.79408, 0.91472, -0.61334], [-0.54505, 0.98615, -0.58535], [-4.59140, 0.97100, 0.08382], [-3.30767, 1.87542, 1.10409], [-2.39490, -1.42458, 1.50881], [0.29661, -1.78000, 1.21721], [3.25384, 0.29539, -0.36384], [2.77463, -0.62056, 1.08171], [2.91599, -1.45571, -0.55272], [1.50109, 1.59066, -1.13209]]
}

=====

Entry 8:
{
  "formula": "C5H8N2OS",
  "method": "ωB97M-V with the def2-TZVPD basis set",
  "homo_lumo_gap_ev": [7.74, 7.74],
  "e_homo_ev": [-8.3, -9.2],
  "spin_multiplicity": 1,
  "e_above_lowest_kcal_mol": 130.6,
  "symbols": ["C", "C", "C", "C", "C", "N", "N", "O", "S", "H", "H", "H", "H", "H", "H", "H", "H"],
  "xyz": [[2.86257, -0.66354, 0.22096], [2.98716, 0.62514, -0.14385], [0.76062, -0.36254, -0.43611], [-0.98240, -1.90471, -0.52342], [-1.60550, 1.79586, 0.55483], [1.65416, -1.17694, 0.11013], [-0.42730, -0.60686, -0.88939], [-1.90785, 0.67061, -0.19325], [1.49936, 1.27191, -0.76580], [3.61451, -1.31239, 0.64423], [3.77576, 1.35307, 0.13195], [-1.30950, -2.23238, -1.51728], [-0.28134, -2.43451, 0.09028], [-1.96301, -1.73408, -0.05846], [-0.51364, 1.66025, 0.88336], [-2.37963, 2.01381, 1.28734], [-1.63628, 2.65418, -0.08096]]
}

=====

Entry 9:
{
  "formula": "C5H8N2OS",
  "method": "ωB97M-V with the def2-TZVPD basis set",
  "homo_lumo_gap_ev": 9.08,
  "e_homo_ev": -8.6,
  "spin_multiplicity": 1,
  "e_above_lowest_kcal_mol": 51.5,
  "smiles": "CCn1sc(=O)nc1C",
  "symbols": ["C", "C", "N", "S", "C", "O", "N", "C", "C", "H", "H", "H", "H", "H", "H", "H", "H"],
  "xyz": [[1.49025, -1.45041, 0.70445], [0.78530, -0.97344, -0.63200], [-0.50711, -0.40944, -0.40288], [-1.83006, -1.38053, -0.18303], [-2.80229, 0.24338, 0.18829], [-3.98638, 0.19103, 0.30336], [-1.90980, 1.23537, 0.09675], [-0.73282, 0.92363, -0.21993], [0.38022, 1.87219, -0.22026], [0.86302, -2.06102, 1.17225], [2.48035, -2.01459, 0.60520], [1.55191, -0.52819, 1.24761], [1.53592, -0.39998, -1.03383], [0.79652, -1.93990, -1.06803], [1.02704, 1.65863, 0.63343], [0.11519, 2.93300, 0.01048], [0.74274, 2.10026, -1.20187]]
}

=====

Entry 10:
{
  "formula": "C5H8N2S",
  "method": "ωB97M-V with the def2-TZVPD basis set",
  "homo_lumo_gap_ev": 9.39,
  "e_homo_ev": -8.7,
  "spin_multiplicity": 1,
  "e_above_lowest_kcal_mol": 2.4,
  "smiles": "C[C@H](S)c1cnc[nH]1",
  "symbols": ["C", "C", "S", "C", "C", "N", "C", "N", "H", "H", "H", "H", "H", "H", "H", "H"],
  "xyz": [[0.45145, -1.10665, -1.70045], [0.80978, 0.11876, -0.84201], [2.46993, -0.16893, -0.12637], [-0.22263, 0.40529, 0.19715], [-1.19609, 1.36141, 0.29143], [-1.95331, 1.19871, 1.42426], [-1.44278, 0.13562, 2.01768], [-0.40381, -0.38554, 1.31582], [0.38565, -2.01932, -1.10097], [1.23900, -1.26361, -2.46997], [-0.50770, -0.95109, -2.16547], [0.83969, 0.98293, -1.49998], [2.54784, 0.97677, 0.55535], [-1.42726, 2.17899, -0.40266], [-1.80208, -0.29657, 2.92231], [0.21233, -1.16676, 1.58389]]
}

=====

Entry 11:
{
  "formula": "C5H8N2S",
  "method": "ωB97M-V with the def2-TZVPD basis set",
  "homo_lumo_gap_ev": 8.61,
  "e_homo_ev": -8.9,
  "spin_multiplicity": 1,
  "e_above_lowest_kcal_mol": 68.9,
  "smiles": "S=CN1[C@@H]2CNC[C@@H]21",
  "symbols": ["S", "C", "N", "C", "C", "N", "C", "C", "H", "H", "H", "H", "H", "H", "H", "H"],
  "xyz": [[-3.68623, 0.05735, -0.64169], [-2.39776, -0.04447, 0.38272], [-1.06048, -0.03856, -0.22217], [-0.10536, 0.79049, 0.54854], [1.13315, 1.23423, -0.27913], [1.58625, 0.00732, -1.12247], [1.11232, -1.17900, -0.31265], [0.02342, -0.66129, 0.56166], [-2.43346, -0.25639, 1.51103], [-0.35206, 1.25103, 1.51327], [0.99057, 2.11379, -0.94330], [1.92057, 1.51017, 0.43361], [0.97353, 0.04489, -1.98678], [0.66842, -1.94092, -1.05362], [1.91809, -1.53709, 0.21865], [-0.29097, -1.35154, 1.39233]]
}

=====

Entry 12:
{
  "formula": "C5H8N2S",
  "method": "ωB97M-V with the def2-TZVPD basis set",
  "homo_lumo_gap_ev": [6.46, 6.27],
  "e_homo_ev": [-7.3, -7.2],
  "spin_multiplicity": 1,
  "e_above_lowest_kcal_mol": 120.1,
  "symbols": ["C", "C", "C", "C", "C", "N", "N", "S", "H", "H", "H", "H", "H", "H", "H", "H"],
  "xyz": [[1.93173, -1.27098, -0.00274], [0.57112, -1.38337, 0.08491], [0.14059, 0.91657, 0.19546], [-0.72507, 2.09864, -0.02602], [-1.71502, -0.68988, -0.00839], [2.55525, -0.14314, -0.27830], [-0.30168, -0.29870, 0.08317], [3.96519, 0.45113, 0.04144], [2.51030, -2.19107, 0.08071], [0.11223, -2.35434, 0.17110], [-0.15706, 3.00766, 0.15935], [-1.09096, 2.12631, -1.05640], [-1.58920, 2.09308, 0.64271], [-1.88683, -1.28247, -0.90557], [-1.98025, -1.27491, 0.86918], [-2.34035, 0.19546, -0.05060]]
}

=====

Entry 13:
{
  "formula": "C5H8N2S",
  "method": "ωB97M-V with the def2-TZVPD basis set",
  "homo_lumo_gap_ev": 8.59,
  "e_homo_ev": -7.7,
  "spin_multiplicity": 1,
  "e_above_lowest_kcal_mol": 35.1,
  "smiles": "SCNc1cc[nH]c1",
  "symbols": ["S", "C", "N", "C", "C", "C", "N", "C", "H", "H", "H", "H", "H", "H", "H", "H"],
  "xyz": [[-2.62552, -0.31313, 1.04247], [-2.06863, 0.08856, -0.64821], [-0.93852, 0.96720, -0.76899], [0.25954, 0.41057, -0.26071], [0.75471, -0.85422, -0.58094], [1.89476, -1.02378, 0.07940], [2.11967, -0.00732, 0.90950], [1.15408, 0.96478, 0.72538], [-1.72459, 0.47317, 1.56660], [-1.98967, -0.72029, -1.38492], [-2.93048, 0.68057, -1.11931], [-1.17276, 1.85713, -0.35775], [0.38084, -1.64882, -1.17936], [2.63207, -1.72721, -0.05333], [2.96825, 0.11580, 1.48606], [1.28293, 1.87053, 1.36953]]
}

=====

Entry 14:
{
  "formula": "C5H8N2S",
  "method": "ωB97M-V with the def2-TZVPD basis set",
  "homo_lumo_gap_ev": 8.62,
  "e_homo_ev": -8.1,
  "spin_multiplicity": 1,
  "e_above_lowest_kcal_mol": 148.3,
  "symbols": ["C", "C", "C", "C", "C", "H", "H", "H", "H", "H", "H", "H", "H", "N", "N", "S"],
  "xyz": [[-1.88990, -0.70043, -1.51430], [-0.81468, -0.45492, -0.57016], [1.16742, 0.48678, -0.01894], [2.11923, 1.37377, 0.68448], [0.79136, 0.65381, 1.49244], [-1.33400, -0.58731, -2.74516], [-2.80987, 0.31316, -1.36393], [-2.03151, -1.80613, -1.17293], [1.63673, -0.54603, -0.23986], [2.21838, 2.47808, 0.66833], [3.18649, 0.94462, 0.96522], [-0.00275, 1.43830, 1.36773], [-1.60341, -1.90449, 0.82070], [0.00178, 0.55794, -0.93528], [-0.77635, -1.26466, 0.55637], [0.14108, -0.98248, 2.00529]]
}